Molecular formula: C3H4OS
Method: DFT, ωB97M-V/def2-TZVPD

Output
* orbital gap: 7.9 eV
* molar mass: 88.13 g/mol
* highest occupied orbital energy: -9.59 eV
* E_LUMO: -1.72 eV

Structure (ORCA input):
```
! wB97M-V def2-TZVPD RIJCOSX def2/J DEFGRID3
* xyz 0 1
C -0.13193 1.71115 -0.02835
C 0.09006 0.25972 -0.18690
C -0.96307 -0.72941 0.00910
H -1.41408 1.79657 -0.41904
H -0.22900 2.02713 1.18206
H 0.79327 2.17220 -0.38685
H -0.23957 -1.67640 -0.20728
O -2.17131 -0.53661 0.05295
S 1.53059 -0.46721 0.04028
*
```